Record 1
ORCA calculation (ωB97M-V/def2-TZVPD) on a molecular structure, C25H41F5N2O19S2Y in a non-equilibrium geometry.

Calculated values
* highest occupied orbital energy: -0.4651 Ha
* spin multiplicity: 1
* charge: +1

Last column: Mulliken charge in e.
CARTESIAN COORDINATES (ANGSTROEM)
O  -5.20  8.32  -9.39  -0.48
O  -2.62  6.27  -9.23  -0.53
H  -2.13  6.52  -6.89  -0.24
O  -4.89  7.22  -7.18  -0.28
H  0.05  6.30  -5.90  0.29
F  -3.86  1.97  -5.30  -0.28
C  -3.47  2.77  -14.42  0.14
H  -4.01  9.80  -14.05  0.35
C  -5.63  4.89  -15.37  -1.17
O  -7.17  4.56  -7.09  -0.74
C  -3.41  3.08  -5.88  0.36
C  -9.74  10.30  -6.29  -1.58
N  -3.22  1.76  -14.91  -0.41
H  -3.50  5.31  -15.54  0.34
C  -2.12  6.85  -5.86  0.60
H  -2.90  3.90  -7.77  -0.01
O  -7.03  3.64  -5.06  -0.27
H  -4.73  11.38  -4.15  0.32
S  -3.72  6.04  -10.09  0.66
H  -7.84  9.35  -6.42  -0.39
H  -0.77  6.02  -4.35  0.26
S  -5.27  7.21  -8.53  0.74
C  -2.73  11.08  -11.48  0.67
F  -4.28  4.07  -5.47  -0.15
C  -5.48  10.86  -4.73  -0.32
C  -4.67  11.34  -12.62  -0.20
O  -1.14  10.05  -5.25  -0.51
H  -4.28  9.03  -4.37  0.21
H  -6.40  1.86  -3.54  0.32
O  -6.77  10.93  -4.12  -0.34
C  -7.12  4.66  -5.84  0.77
O  -7.23  11.32  -9.19  -0.59
H  -0.03  1.97  -8.00  0.35
H  -2.99  4.43  -13.20  0.18
C  -0.72  6.67  -5.23  -0.27
O  -3.95  11.67  -11.44  -0.33
O  -0.35  8.00  -4.86  -0.38
H  -4.55  9.15  -12.52  -0.05
H  -7.04  6.74  -5.81  -0.16
C  -7.21  5.94  -5.08  -0.45
H  -5.53  3.99  -15.98  0.34
N  -5.07  5.70  -9.29  0.19
C  -1.98  1.89  -8.93  0.12
H  -7.19  9.51  -11.09  -0.07
H  -5.96  5.70  -16.01  0.37
H  -2.56  2.40  -9.71  -0.08
F  -6.85  7.02  -8.40  -0.38
H  -4.57  3.85  -13.09  -0.12
C  -8.17  9.64  -10.61  -0.71
H  -1.92  0.84  -9.19  0.36
O  -4.71  2.93  -7.92  -0.66
H  -8.21  6.03  -4.67  0.47
C  -4.03  10.00  -12.98  0.02
O  -2.71  1.89  -7.72  -0.42
H  -6.43  4.71  -14.64  0.29
C  -7.90  10.34  -9.29  0.91
H  -4.27  6.07  -14.15  0.05
H  -2.87  6.35  -5.25  -0.04
H  -6.07  0.58  -4.67  0.35
H  -5.57  11.27  -5.74  0.26
F  -2.22  3.41  -5.42  -0.28
H  -6.38  2.07  -6.38  -0.17
O  -8.15  9.54  -3.05  -0.54
O  -2.74  10.08  -12.40  -0.34
H  -7.70  0.78  -4.12  0.35
C  -7.05  2.31  -5.56  0.24
C  -4.27  5.18  -14.78  -0.17
H  -8.70  10.36  -11.23  0.39
C  -1.27  8.88  -5.27  0.51
H  -0.68  3.55  -8.48  0.19
O  -8.58  9.71  -8.31  -0.36
C  -8.37  10.13  -6.96  0.70
H  -6.43  6.01  -4.33  0.40
O  -3.71  6.55  -11.41  -0.42
H  -5.71  11.18  -12.35  0.16
H  -7.94  11.13  -6.95  0.35
O  -2.38  8.25  -5.73  -0.23
H  -4.55  12.12  -13.37  0.27
H  -9.61  10.66  -5.28  0.40
H  -10.43  10.92  -6.86  0.43
C  -3.79  4.06  -13.84  0.20
H  -8.54  8.63  -10.55  0.23
H  -0.09  2.43  -9.71  0.40
H  -10.24  9.32  -6.28  0.31
F  -3.41  4.45  -10.38  -0.41
O  -6.25  8.76  -3.98  -0.30
H  -5.15  9.02  -5.83  -0.49
C  -5.23  9.35  -4.80  0.68
O  -1.82  11.35  -10.78  -0.50
C  -7.17  9.72  -3.69  0.62
H  -8.06  2.06  -5.93  0.42
C  -6.81  1.33  -4.40  -1.33
C  -0.61  2.50  -8.75  -1.08
Y  -6.30  3.89  -9.17  1.85
C  -3.44  3.02  -7.39  0.86

Record 2
ORCA calculation (ωB97M-V/def2-TZVPD) on 3 unconnected molecules or ions with the total composition C8H18N2O4P in a non-equilibrium geometry.

Calculated values
* highest occupied orbital energy: -0.1947 Ha
* spin multiplicity: 1
* charge: -1
* ΔE to the lowest compared entry with this formula, charge and spin: 12.2 kcal per mole

Last column: natural (NBO) charge in e.
CARTESIAN COORDINATES (ANGSTROEM)
C  -2.25  3.75  0.04  -0.41
C  -0.73  4.19  -1.81  -0.41
H  -0.72  1.89  -0.96  0.16
H  6.42  -1.67  0.60  0.47
C  -0.53  -3.63  0.96  -0.13
H  0.82  2.58  -0.45  0.20
C  -1.84  -3.86  1.07  -0.50
H  -2.32  -3.34  1.84  0.19
O  5.90  -2.23  1.21  -1.00
H  1.03  -4.75  -0.03  0.19
H  -2.32  3.66  1.10  0.19
H  4.59  0.35  1.26  0.26
O  4.38  -2.12  -0.86  -1.14
O  1.41  0.05  1.29  -0.58
C  2.58  -0.06  1.00  0.66
H  -2.69  4.70  -0.20  0.20
H  -1.34  3.48  -2.37  0.16
N  -0.90  3.76  -0.38  -0.43
C  -0.29  2.47  -0.22  -0.42
H  -0.01  -3.95  -1.29  0.19
O  3.55  -3.07  1.47  -1.15
H  -1.18  5.19  -1.93  0.19
H  -2.62  2.83  -0.37  0.16
H  1.24  -1.66  0.49  0.41
H  0.46  -1.78  -0.72  0.33
H  0.14  -3.15  1.71  0.21
N  1.11  -2.51  -0.31  -0.86
C  3.81  -0.32  1.12  -0.84
H  -0.38  2.18  0.84  0.22
P  4.32  -2.12  0.60  2.35
C  0.42  -3.72  -0.27  -0.25
H  0.26  4.19  -2.08  0.20
H  -2.35  -4.22  0.20  0.18